ORCA calculation (the ωB97M-V functional and the def2-TZVPD basis) on a molecular structure, C9H10F3NO2Ti.

* E_HOMO (spin up / spin down): -2.773 / -3.405 eV
* charge: -1
* ⟨S²⟩: 0.76
* multiplicity: 2
* ΔE to the lowest compared entry with this formula, charge and spin: 40.8 kJ/mol
* Kohn-Sham gap (spin up / spin down): 5.99 / 6.54 eV

Each line ends with the Löwdin spin population.
Geometry (Å):
C 2.0568 1.3537 -1.0629  0.028
C 1.2569 0.5438 -1.9335  0.001
C 1.1591 -0.7713 -1.3905  0.002
C 1.8297 -0.7829 -0.1312  0.006
C 2.4787 0.5038 0.0348  0.006
Ti 0.4750 1.0798 0.6853  0.953
N 1.4258 1.5683 2.1569  -0.100
C -1.4233 1.4414 -1.0211  0.030
C -1.7622 0.6711 -2.0778  0.000
H 0.6633 -1.6267 -1.8637  0.000
H 0.8109 0.8649 -2.8752  0.000
H 1.9842 -1.6615 0.4967  0.001
H 3.2698 0.7252 0.7460  0.000
H 2.3509 2.3943 -1.2313  0.011
H -1.4435 0.8845 -3.1018  0.000
H -2.0730 1.5036 -0.1269  0.001
H 1.7057 1.9502 3.0567  -0.005
H -2.4079 -0.1976 -1.9446  0.001
H -0.7014 2.2969 -1.1134  0.021
F -2.8476 -2.9294 2.3543  0.000
C -1.6522 -2.3306 2.1596  0.000
F -1.0892 -2.0826 3.3723  0.000
F -0.8265 -3.2100 1.5012  0.000
C -1.7658 -1.0350 1.2947  0.008
O -2.7885 -0.8491 0.6665  0.010
O -0.6855 -0.3046 1.3492  0.025